2 unconnected molecules or ions with the total composition CH2ClP in a non-equilibrium geometry, computed with ωB97M-V/def2-TZVPD.

Properties
**Energy relative to the best compared isomer or geometry (same formula, charge and spin)**: 540.64 kJ/mol
**HOMO level (alpha / beta)**: -8.2 / -8.9 eV

```
5
Properties=species:S:1:pos:R:3:mulliken_charge:R:1
C 0.8150 -0.3385 0.1424 -0.264
Cl 1.5381 -1.1398 -1.0786 -0.031
H -1.3766 0.6449 0.5389 -0.006
P -0.9240 1.7918 -0.0921 0.094
H -0.0524 -0.9583 0.4895 0.207
```

A molecular structure, CH2CuF3NO3S in a non-equilibrium geometry, computed with ωB97M-V/def2-TZVPD.

Properties
**⟨S²⟩**: 2.00
**Energy relative to the best compared isomer or geometry (same formula, charge and spin)**: 127.26 kJ/mol
**Net charge**: -1
**2S+1**: 3
**HOMO level (alpha / beta)**: -2.5 / -4.8 eV

```
12
Properties=species:S:1:pos:R:3:mulliken_charge:R:1
H -0.8878 -0.3481 1.3572 0.463
H -2.7044 -1.1904 1.3749 0.225
S 1.0345 -0.3882 -0.3180 0.973
N 0.5850 -0.8485 1.0536 -0.910
F -0.5654 1.7064 -0.0211 -0.246
O 0.0729 -0.8939 -1.3952 -0.476
O -1.9455 -0.9487 0.8417 -0.541
Cu -1.0314 -2.1401 -0.3440 -0.015
F 0.7906 1.8961 -1.6979 -0.248
F 1.5209 2.1324 0.3207 -0.249
O 2.4556 -0.4260 -0.7223 -0.632
C 0.6750 1.4490 -0.4497 0.658
```

A molecular structure, CH2F3HgO3S in a non-equilibrium geometry, computed with ωB97M-V/def2-TZVPD.

Properties
**⟨S²⟩**: 0.76
**Energy relative to the best compared isomer or geometry (same formula, charge and spin)**: 81.97 kJ/mol
**2S+1**: 2
**HOMO level (alpha / beta)**: -8.5 / -10.3 eV

```
11
Properties=species:S:1:pos:R:3:mulliken_charge:R:1
O 1.4132 -1.9901 0.7222 -0.607
F -1.1247 0.3694 -0.7829 -0.224
O -0.3943 -0.8193 1.9832 -0.483
C -0.5012 -0.7887 -0.6396 0.748
H -1.2593 -3.2939 4.1126 0.242
F 0.2036 -1.0511 -1.7278 -0.220
Hg 0.9610 -3.8454 2.1662 0.630
H -0.8991 -1.7859 2.4306 0.457
F -1.3913 -1.7481 -0.4504 -0.225
O -0.9202 -3.4938 3.2402 -0.913
S 0.6857 -0.6731 0.8240 0.595
```

Copy entry 3 word for word.
A molecular structure, CH2F3HgO3S in a non-equilibrium geometry, computed with ωB97M-V/def2-TZVPD.

Properties
**⟨S²⟩**: 0.76
**Energy relative to the best compared isomer or geometry (same formula, charge and spin)**: 81.97 kJ/mol
**2S+1**: 2
**HOMO level (alpha / beta)**: -8.5 / -10.3 eV

```
11
Properties=species:S:1:pos:R:3:mulliken_charge:R:1
O 1.4132 -1.9901 0.7222 -0.607
F -1.1247 0.3694 -0.7829 -0.224
O -0.3943 -0.8193 1.9832 -0.483
C -0.5012 -0.7887 -0.6396 0.748
H -1.2593 -3.2939 4.1126 0.242
F 0.2036 -1.0511 -1.7278 -0.220
Hg 0.9610 -3.8454 2.1662 0.630
H -0.8991 -1.7859 2.4306 0.457
F -1.3913 -1.7481 -0.4504 -0.225
O -0.9202 -3.4938 3.2402 -0.913
S 0.6857 -0.6731 0.8240 0.595
```

- Look up the energy relative to the best compared isomer or geometry (same formula, charge and spin) of the first one.
  540.64 kJ/mol

- Which formula does entry 2 have?
  CH2CuF3NO3S

- Look up the energy relative to the best compared isomer or geometry (same formula, charge and spin) of the third one.
  81.97 kJ/mol